Formula: C30H26AsFeN3O4S5
Source: the Open Molecules 2025 dataset
Level of theory: wB97M-V/def2-TZVPD

The highest occupied orbital energy (alpha / beta) is -0.7 / -2.4 eV. The energy is -193599.042 eV. The value obtained for the LUMO energy (alpha / beta) is 3.847 / 4.109 eV. As for the orbital gap (alpha / beta): 4.536 / 6.496 eV.

ORCA input file:
```
! RIJCOSX wB97M-V def2-TZVPD def2/J DEFGRID3
* xyz -2 5
Fe -0.06 0.18 -0.10
S -1.30 3.96 -3.04
As 0.14 2.93 -1.91
S -0.52 2.38 0.15
S 0.16 0.73 -2.29
S 2.09 3.76 -1.96
C -4.37 4.73 -1.01
C -4.12 3.34 -0.49
C -4.13 3.06 0.87
C -3.83 1.79 1.34
C -3.54 0.79 0.43
C -3.55 1.04 -0.93
C -3.83 2.31 -1.39
S -3.23 -0.84 1.02
O -3.35 -0.82 2.46
O -4.14 -1.72 0.32
N -1.70 -1.12 0.54
C -1.28 -2.42 0.69
C -1.91 -3.45 1.37
C -1.37 -4.75 1.40
C -0.21 -5.08 0.77
C 0.49 -4.06 0.07
C 1.69 -4.28 -0.63
C 2.31 -3.24 -1.27
C 1.73 -1.96 -1.21
N 0.61 -1.74 -0.58
C -0.04 -2.75 0.05
H -3.44 5.11 -1.44
H -4.68 5.40 -0.20
H -5.13 4.74 -1.79
H -4.34 3.86 1.57
H -3.81 1.57 2.40
H -3.30 0.24 -1.62
H -3.77 2.52 -2.45
H -2.84 -3.27 1.89
H -1.92 -5.51 1.95
H 0.19 -6.08 0.79
H 2.12 -5.28 -0.64
H 3.24 -3.38 -1.81
H 2.21 -1.11 -1.68
C 5.34 -2.38 0.00
O 4.95 -1.21 -0.68
C 5.92 -0.29 -0.96
C 7.24 -0.64 -1.20
C 8.18 0.31 -1.60
C 7.77 1.62 -1.77
C 6.46 1.99 -1.50
C 5.51 1.06 -1.06
N 4.23 1.48 -0.79
C 3.28 1.03 0.10
C 3.46 0.34 1.31
C 4.69 0.14 1.96
C 4.78 -0.53 3.17
C 3.63 -1.03 3.76
C 2.39 -0.83 3.17
C 2.26 -0.15 1.95
O 1.08 0.03 1.42
H 4.44 -2.80 0.44
H 6.04 -2.15 0.81
H 5.80 -3.12 -0.68
H 7.54 -1.68 -1.09
H 9.20 0.02 -1.78
H 8.47 2.38 -2.10
H 6.14 3.02 -1.60
H 3.88 2.29 -1.32
H 2.31 1.42 -0.14
H 5.59 0.55 1.51
H 5.75 -0.66 3.65
H 3.69 -1.56 4.71
H 1.48 -1.21 3.62
*
```

=====

Formula: C32H64AsIKN5O6SSi
Source: the Open Molecules 2025 dataset
Level of theory: wB97M-V/def2-TZVPD

The highest occupied orbital energy is -2.0 eV. The energy is -157945.952 eV. The energy above the lowest of the compared OMol25 structures with the same formula, charge and spin is 18.1 kcal/mol. The value obtained for the LUMO energy is 3.964 eV. As for the orbital gap: 5.975 eV.

ORCA input file:
```
! RIJCOSX wB97M-V def2-TZVPD def2/J DEFGRID3
* xyz -2 1
K 1.07 -0.63 0.00
C 1.04 1.57 6.46
C 2.14 2.52 5.99
N 3.12 1.88 5.14
C 3.99 0.89 5.75
C 3.54 -0.57 5.59
C 3.15 2.06 3.77
S 2.31 3.34 3.03
N 3.98 1.24 3.14
C 3.72 0.48 2.08
O 2.60 0.20 1.62
C 4.95 -0.22 1.52
C 6.13 -0.28 2.24
C 7.20 -1.04 1.79
C 7.09 -1.75 0.60
C 5.92 -1.67 -0.14
C 4.86 -0.91 0.31
H 0.23 2.13 6.93
H 1.42 0.84 7.18
H 0.63 1.04 5.60
H 2.65 2.96 6.87
H 1.71 3.33 5.41
H 4.06 1.13 6.81
H 4.98 1.00 5.30
H 2.59 -0.75 6.08
H 4.29 -1.24 6.02
H 3.44 -0.80 4.53
H 6.21 0.26 3.18
H 8.11 -1.09 2.37
H 7.92 -2.37 0.26
H 5.83 -2.22 -1.07
H 3.95 -0.86 -0.27
C -5.38 1.66 -3.08
C -5.15 1.23 -1.63
C -6.28 0.29 -1.19
C -5.13 2.47 -0.73
O -3.90 0.57 -1.61
Si -3.11 -0.35 -0.45
O -1.57 -0.20 -0.65
O -3.74 -1.89 -0.53
C -3.40 -2.95 -1.40
C -1.90 -3.25 -1.37
C -4.18 -4.17 -0.91
C -3.82 -2.60 -2.83
O -3.73 0.19 1.01
C -3.80 -0.49 2.26
C -2.58 -1.37 2.51
C -5.08 -1.34 2.32
C -3.87 0.60 3.33
H -6.34 2.17 -3.17
H -5.38 0.79 -3.73
H -4.58 2.33 -3.40
H -7.25 0.80 -1.22
H -6.08 -0.06 -0.18
H -6.32 -0.58 -1.85
H -6.11 2.94 -0.68
H -4.39 3.19 -1.10
H -4.83 2.16 0.27
H -1.58 -3.48 -0.35
H -1.33 -2.38 -1.70
H -1.66 -4.10 -2.01
H -3.88 -4.42 0.11
H -3.98 -5.03 -1.55
H -5.25 -3.96 -0.93
H -3.29 -1.70 -3.15
H -4.90 -2.39 -2.85
H -3.60 -3.41 -3.52
H -2.52 -2.15 1.75
H -2.65 -1.84 3.49
H -1.67 -0.78 2.47
H -5.05 -2.07 1.52
H -5.96 -0.71 2.20
H -5.14 -1.86 3.28
H -2.97 1.22 3.29
H -3.96 0.16 4.32
H -4.73 1.25 3.14
C 2.72 1.84 -4.05
N 2.81 0.61 -4.81
C 2.13 0.70 -6.09
C 2.58 -0.58 -4.07
N 2.19 -0.65 -2.87
N 2.85 -1.75 -4.81
C 2.53 -2.98 -4.11
C 4.15 -1.81 -5.46
H 3.21 2.63 -4.62
H 3.23 1.72 -3.09
H 1.69 2.14 -3.84
H 1.09 1.04 -5.98
H 2.13 -0.26 -6.59
H 2.65 1.43 -6.72
H 1.91 0.23 -2.44
H 1.53 -2.91 -3.68
H 3.21 -3.19 -3.28
H 2.57 -3.81 -4.82
H 4.44 -0.83 -5.83
H 4.11 -2.51 -6.29
H 4.93 -2.16 -4.76
I 2.02 -3.90 0.02
C 0.69 4.26 -0.24
As 0.10 2.42 -0.53
C -0.64 2.00 1.20
C -1.14 2.54 -2.01
O 1.40 1.53 -0.97
H -0.15 4.93 -0.03
H 1.23 4.61 -1.12
H 1.37 4.25 0.61
H -1.16 2.88 1.58
H 0.22 1.79 1.84
H -1.31 1.16 1.12
H -1.75 3.45 -1.97
H -1.77 1.66 -2.00
H -0.54 2.55 -2.92
*
```

=====

Formula: C4H12N2O2
Source: the Open Molecules 2025 dataset
Level of theory: wB97M-V/def2-TZVPD

The highest occupied orbital energy is -9.5 eV. The energy is -11418.393 eV. The energy above the lowest of the compared OMol25 structures with the same formula, charge and spin is 19.0 kcal/mol. The value obtained for the LUMO energy is 0.958 eV. Its SMILES is CC(=O)O.NCCN. As for the orbital gap: 10.459 eV.

ORCA input file:
```
! RIJCOSX wB97M-V def2-TZVPD def2/J DEFGRID3
* xyz 0 1
C -1.83 1.02 0.35
N -2.43 1.89 -0.66
C -0.46 1.55 0.74
N 0.21 0.67 1.71
H -1.75 -0.03 0.05
H -2.46 1.05 1.25
H -1.97 1.78 -1.56
H -3.40 1.60 -0.81
H -0.62 2.55 1.14
H 0.21 1.65 -0.11
H 1.23 0.73 1.61
H 0.01 0.88 2.68
H 0.41 -0.75 0.66
O 2.51 -0.71 0.01
C 1.69 -1.46 -0.45
O 0.42 -1.44 -0.07
C 2.00 -2.54 -1.46
H 1.13 -3.18 -1.53
H 2.24 -2.16 -2.45
H 2.86 -3.11 -1.11
*
```

=====

Formula: C5H8O3
Source: the Open Molecules 2025 dataset
Level of theory: wB97M-V/def2-TZVPD

The highest occupied orbital energy is -9.1 eV. The energy is -11449.636 eV. The energy above the lowest of the compared OMol25 structures with the same formula, charge and spin is 181.8 kcal/mol. The value obtained for the LUMO energy is 0.656 eV. As for the orbital gap: 9.726 eV.

ORCA input file:
```
! RIJCOSX wB97M-V def2-TZVPD def2/J DEFGRID3
* xyz 0 1
C 0.90 -0.41 -1.15
C -0.59 -0.91 -1.77
C -0.38 -0.32 -0.34
C -0.45 -0.92 1.25
C -0.25 1.37 1.44
H 1.51 1.28 -0.65
H 1.59 -1.28 -1.02
H -0.61 -0.18 -2.74
H -0.94 -1.99 -1.90
H 0.19 -1.88 1.45
H -1.50 -0.84 1.51
H 0.74 2.07 1.50
H -1.23 1.93 2.23
O 1.27 0.89 -1.77
O 0.16 0.20 2.02
O -0.41 0.99 -0.08
*
```

=====

Formula: C20H21N6O4S2Ti
Source: the Open Molecules 2025 dataset
Level of theory: wB97M-V/def2-TZVPD

The highest occupied orbital energy (alpha / beta) is -3.9 / -4.2 eV. The energy is -83002.536 eV. The value obtained for the LUMO energy (alpha / beta) is 2.666 / 1.889 eV. As for the orbital gap (alpha / beta): 6.595 / 6.082 eV.

ORCA input file:
```
! RIJCOSX wB97M-V def2-TZVPD def2/J DEFGRID3
* xyz -1 3
Ti -0.02 0.01 0.45
C 2.51 -3.25 -3.21
C 2.77 -1.92 -2.93
C 2.40 -1.37 -1.72
C 1.76 -2.15 -0.74
C 1.48 -3.48 -1.05
C 1.86 -4.02 -2.26
N 1.37 -1.51 0.44
C 1.46 -2.11 1.68
C 2.07 -3.34 1.99
C 2.26 -3.73 3.31
C 1.89 -2.92 4.38
C 1.31 -1.69 4.11
C 1.06 -1.32 2.80
N 0.58 -0.07 2.40
N 0.88 1.04 3.06
C 1.00 2.08 2.19
C 1.21 3.38 2.70
C 1.44 4.42 1.83
C 1.51 4.18 0.45
C 1.30 2.89 0.02
N 1.06 1.86 0.85
H 2.79 -3.68 -4.17
H 3.26 -1.29 -3.67
H 2.61 -0.33 -1.50
H 0.91 -4.08 -0.35
H 1.61 -5.06 -2.48
H 2.44 -3.97 1.20
H 2.74 -4.68 3.50
H 2.06 -3.24 5.40
H 1.02 -1.01 4.90
H 1.16 3.53 3.77
H 1.59 5.42 2.21
H 1.70 4.97 -0.26
H 1.33 2.64 -1.03
O -2.95 -0.38 -1.73
S -1.69 -1.00 -1.40
O -1.38 -2.18 -2.15
O -1.59 -1.25 0.11
O -0.56 0.06 -1.55
C -2.70 2.41 -2.89
N -2.24 2.42 -1.51
C -2.95 2.13 -0.42
S -2.18 1.82 1.07
N -4.30 2.15 -0.42
C -5.19 1.69 -1.49
H -1.87 2.74 -3.51
H -3.52 3.13 -3.02
H -3.01 1.41 -3.20
H -1.31 2.05 -1.42
H -4.62 1.88 0.49
H -5.36 2.46 -2.24
H -6.14 1.45 -1.03
H -4.80 0.79 -1.96
*
```

=====

Formula: C4H12
Source: the Open Molecules 2025 dataset
Level of theory: wB97M-V/def2-TZVPD

The highest occupied orbital energy is -11.6 eV. The energy is -4342.084 eV. The energy above the lowest of the compared OMol25 structures with the same formula, charge and spin is 10.2 kcal/mol. The value obtained for the LUMO energy is 1.149 eV. Its SMILES is CC.CC. As for the orbital gap: 12.728 eV.

ORCA input file:
```
! RIJCOSX wB97M-V def2-TZVPD def2/J DEFGRID3
* xyz 0 1
C 0.54 -0.38 -1.56
C -0.03 -0.97 -2.87
H 1.55 0.02 -1.68
H -0.07 0.39 -1.11
H 0.64 -1.19 -0.82
H -0.47 -1.95 -2.63
H 0.77 -1.20 -3.56
H -0.88 -0.42 -3.23
C -0.51 0.11 2.60
C -0.04 1.30 1.71
H 0.10 0.07 3.51
H -1.56 0.27 2.87
H -0.35 -0.82 2.08
H 0.62 0.92 0.94
H 0.61 1.97 2.30
H -0.90 1.88 1.43
*
```

=====

Formula: C21H35BClN2O2P2S
Source: the Open Molecules 2025 dataset
Level of theory: wB97M-V/def2-TZVPD

The highest occupied orbital energy is -11.1 eV. The energy is -72007.327 eV. The energy above the lowest of the compared OMol25 structures with the same formula, charge and spin is 427.6 kcal/mol. The value obtained for the LUMO energy is -5.125 eV. Its SMILES is COCCCc1c2c(B(C)O)c(C[C@H](C)Cl)c([PH2]=S)cc2cc(CC(C)C)[n+]1[PH2]=N. As for the orbital gap: 5.941 eV.

ORCA input file:
```
! RIJCOSX wB97M-V def2-TZVPD def2/J DEFGRID3
* xyz 1 1
C 1.38 -5.56 -0.59
O 0.87 -5.38 -1.96
C -0.28 -4.41 -1.97
C 0.28 -2.87 -1.75
C 0.07 -2.34 -0.17
C -0.65 -0.89 -0.13
C 0.11 0.59 -0.30
C 1.71 0.73 -0.62
B 2.77 -0.47 -0.87
C 3.63 -1.31 0.26
O 3.01 -0.87 -2.30
C 2.41 2.25 -0.74
C 4.00 2.52 -1.06
C 4.88 2.92 0.31
C 5.86 4.25 0.05
Cl 6.00 1.56 0.89
C 1.53 3.66 -0.54
P 2.23 5.43 -0.59
S 2.52 6.01 1.27
C -0.08 3.52 -0.28
C -0.71 2.02 -0.17
C -2.33 1.92 0.07
C -3.00 0.43 0.17
C -4.65 0.50 0.34
C -5.11 0.61 1.95
C -4.17 -0.26 2.96
C -6.73 0.37 2.15
N -2.18 -0.87 0.10
P -3.20 -2.36 0.24
N -3.40 -2.87 -1.32
H 2.22 -4.77 -0.29
H 0.54 -5.55 0.23
H 1.93 -6.61 -0.56
H -0.75 -4.52 -3.06
H -1.04 -4.77 -1.16
H -0.15 -2.12 -2.54
H 1.45 -2.94 -1.97
H -0.55 -3.24 0.31
H 1.08 -2.42 0.46
H 4.72 -0.93 0.44
H 2.97 -1.42 1.22
H 3.74 -2.42 -0.18
H 3.69 -1.62 -2.33
H 4.04 3.52 -1.72
H 4.53 1.73 -1.73
H 4.09 3.28 1.12
H 5.60 4.83 -0.93
H 5.88 4.98 0.97
H 6.97 3.84 -0.08
H 3.47 5.59 -1.31
H 1.21 6.31 -1.12
H -0.78 4.45 -0.16
H -2.96 2.93 0.14
H -5.05 1.51 -0.14
H -5.22 -0.36 -0.23
H -4.93 1.76 2.22
H -4.51 0.03 4.07
H -3.02 0.00 2.92
H -4.35 -1.44 2.90
H -7.25 0.39 1.08
H -6.99 -0.61 2.74
H -7.23 1.27 2.75
H -2.56 -3.39 1.07
H -4.48 -2.17 0.85
H -2.98 -3.83 -1.42
*
```

=====

Formula: C3H4N2O2
Source: the Open Molecules 2025 dataset
Level of theory: wB97M-V/def2-TZVPD

The highest occupied orbital energy is -9.8 eV. The energy is -10248.470 eV. The energy above the lowest of the compared OMol25 structures with the same formula, charge and spin is 87.5 kcal/mol. The value obtained for the LUMO energy is 0.838 eV. Its SMILES is CN1C=N1.O=C=O. As for the orbital gap: 10.636 eV.

ORCA input file:
```
! RIJCOSX wB97M-V def2-TZVPD def2/J DEFGRID3
* xyz 0 1
C -1.37 -0.50 -0.11
N 0.05 -0.17 -0.15
N 0.92 -1.25 0.65
C 0.90 -1.20 -0.59
O 2.17 1.80 0.28
C 1.12 2.13 0.65
O 0.10 2.54 1.05
H -1.58 -1.57 -0.22
H -1.78 -0.15 0.84
H -1.86 0.05 -0.92
H 1.29 -1.66 -1.49
*
```